Computed, not measured: a 11-piece molecular cluster, C45H93Cl20FIN2OSi overall at a distorted geometry, with ωB97M-V/def2-TZVPD.

Cartesian coordinates (Å):
H 9.56039 2.95602 0.23812
H 0.08662 -3.63284 -1.19458
H -5.71957 -3.42180 7.33974
H -8.06523 -2.82854 7.16572
Cl 4.69344 -0.94189 1.43840
H 10.15557 2.03381 1.66169
H 0.53713 -2.16170 -0.33622
H -2.71711 -4.36277 -4.82917
H 0.50520 5.84387 -2.41567
H 0.19472 1.97096 -1.11541
H -7.99847 3.16083 1.38545
H -3.00758 -3.08484 0.41734
H 6.47358 -0.35081 -0.63940
H 7.24802 -2.32759 -2.54883
H -5.50132 -4.38912 -6.10319
H -4.00092 -4.07803 -6.98421
H -12.26989 1.79858 4.42939
H 11.47413 5.53473 5.05257
H -4.56682 1.17289 1.61932
H 12.44063 2.17078 0.40929
C -1.65614 1.24349 -0.24178
H 0.56913 3.54162 -2.46522
H 8.92972 0.05678 -2.33118
H -5.95727 -0.59454 2.88344
I -3.12599 -0.18645 -4.15214
Cl -4.54882 -4.69720 -3.38722
H -2.91052 2.92863 -3.30347
Cl -8.04784 -1.39320 5.31271
H 11.06207 3.09959 4.51606
H -6.59900 -0.58574 -0.45785
Cl 5.97087 1.19837 -9.36444
H 8.76958 -1.39008 -1.34900
C 1.03670 1.49938 -6.32018
C 8.82911 0.39123 -0.17689
Cl 8.74281 3.23806 4.10704
H -0.65894 4.06458 -3.59337
C 4.78234 3.26396 1.85159
H -3.05858 1.18223 2.48108
H -5.82241 -1.66970 7.14508
H -6.91186 -1.61804 1.80410
Cl -6.40399 3.05722 -1.03378
Cl -4.18517 -6.32585 -6.35070
C 4.70932 -3.28128 2.86739
O -3.29705 -0.46497 1.31610
H -5.27625 0.56859 -0.70049
C -3.50641 0.93300 1.51991
H 9.77412 5.87046 4.71256
H -0.59449 3.01997 0.01632
H 4.89226 4.80116 0.36760
H 5.67254 -3.44646 -1.44967
H -0.90859 -2.21916 -2.99551
C -0.38124 5.37256 -1.99332
C -4.43114 -4.57929 -6.11839
C -8.61987 2.83390 0.55570
H 5.79458 -3.22511 2.84471
Cl -4.92587 -2.73132 5.23803
C -10.10075 -5.66734 8.40215
H 3.92634 -1.61109 -3.02518
F -1.47264 6.07949 -2.48027
C -12.14133 0.71806 4.46696
Cl -10.41289 0.38132 4.19577
H 4.40559 -3.77806 3.78722
H 4.34003 -1.36103 3.71777
C -4.08752 -3.01583 0.32319
H 1.43378 -1.46392 -2.74286
C 2.41756 1.30729 -5.74971
H 2.81257 -3.35053 -0.78839
N -2.01248 0.31165 -1.36429
Cl -9.22784 -3.63484 10.00829
H 8.73332 -0.29400 0.66300
H -5.21764 -0.99761 -1.52217
H 5.71529 1.46131 -7.03810
C -6.00570 -2.62332 6.65729
Cl 4.18770 -4.32155 1.52003
C 6.91223 -0.40774 -1.63266
C 4.17880 4.05350 0.70901
H 3.00630 -1.96350 2.72767
H -4.56560 -3.75437 0.95960
C 5.31820 -2.42794 -1.59257
H -5.68420 -2.33774 2.87743
H 5.97418 -1.37313 -3.32120
H -9.78006 -6.35669 9.17848
Cl 3.72012 3.11618 -0.75773
C 10.27776 3.77933 4.83937
C 8.43631 -0.35632 -1.45241
C -8.13620 3.39477 -0.75549
H 3.13412 1.89495 -6.32011
H -7.61442 -3.67687 5.68851
H 6.29447 -1.36985 -8.05881
H -2.49436 2.71827 0.99244
H 5.10514 3.95677 2.62642
C -5.53175 -0.48454 -0.61374
H 10.92765 0.26720 0.26788
H 6.13658 -0.92892 -6.36790
Cl -8.77052 -5.50814 7.22500
C -5.93219 -1.48243 2.25512
H 0.00534 -0.19805 -1.17045
C -7.45185 -2.77721 6.27063
Cl -0.16720 0.41641 -5.56904
C -0.79018 -0.40812 -1.87887
H -3.77843 1.19845 -2.02468
C 6.40451 -1.66233 -2.37520
C 10.25017 0.97243 -0.21128
C -2.86346 1.84512 0.46398
Cl -12.61265 -1.58302 5.86724
H -10.94514 -6.10802 7.87536
H 11.86571 3.54998 1.38288
H -0.45504 0.02246 -2.81604
H 4.02190 -3.40611 -3.02160
C 0.31548 -2.57541 -1.31968
C 2.80761 -2.51518 -1.48757
H 2.71853 0.26364 -5.79295
Cl -8.63669 1.05235 0.55659
H -13.62925 0.52774 5.98761
C 10.60454 5.20697 4.48575
H -2.62764 -0.41369 -0.97999
C -2.10839 2.31899 -2.89207
H 11.71970 3.60903 -0.36048
Cl 11.00936 5.40220 2.76007
C 10.30927 2.25827 0.60871
H -3.83141 -2.99073 -4.81674
C -12.60779 0.19956 5.80330
C 5.83852 -0.66567 -7.36759
H -1.07549 0.70910 0.50244
C -10.50142 -4.33060 8.97104
C 11.68193 2.94430 0.49927
H -4.33765 -3.18315 -0.72058
H -9.64078 3.16397 0.73893
Si -4.69463 -1.31513 0.86900
C 4.08887 -1.90987 2.81125
C 6.25311 0.75167 -7.66291
H -12.70279 0.27457 3.64875
C 4.01640 -2.50584 -2.40969
C -0.91889 -1.93055 -1.94815
Cl 4.06699 -0.88470 -7.46119
H 5.63758 2.67108 1.53501
H 1.04803 1.27089 -7.38445
H -0.35609 5.40847 -0.90699
C -3.76604 -4.07753 -4.86247
H 5.13882 -1.95441 -0.65265
H 1.49648 -3.25764 -2.99972
H 7.31949 0.86476 -7.47503
H -1.45471 2.06428 -3.72992
H -8.69099 2.98517 -1.59511
C -2.78495 1.04097 -2.41188
H 0.68959 2.52104 -6.18913
H -8.25350 4.47680 -0.75878
H 10.55014 1.18599 -1.23470
H 10.16260 3.68846 5.91789
H 8.12348 1.21275 -0.03648
C -0.79035 2.34920 -0.81840
H -11.38999 -4.44684 9.58871
H 3.27518 4.55382 1.04761
H -3.62973 2.21956 -0.20986
C 1.50582 -2.44606 -2.27648
H -1.82819 -2.31820 -1.49520
N -1.45077 3.13742 -1.85286
Cl 3.59995 2.14844 2.60043
H -10.71895 -3.61287 8.18322
H -11.97581 0.56065 6.61033
Cl 2.48540 1.88957 -4.03910
H 6.61204 0.47259 -2.20031
C -0.44191 3.96133 -2.53486
H 2.84993 -1.60522 -0.88503

Values from the calculation:
total charge: +1
Kohn-Sham gap: 9.191 eV
E_HOMO: -11.481 eV
total energy: -322343.8555 eV
max |F|: 0.035 Eh/bohr

Computed, not measured: a 9-piece molecular cluster, C45H93F6N12O12S6 overall at a distorted geometry, with ωB97M-V/def2-TZVPD.

Cartesian coordinates (Å):
H 11.43897 4.27661 -9.12493
C -1.00356 1.48667 -2.35112
H -2.93235 -2.53537 12.51617
C 0.13505 -8.15763 3.59546
O -3.40858 6.99668 -5.09662
H 6.75450 1.21410 -9.18641
H -2.49296 -3.27512 10.96117
H -5.15066 -2.30610 11.86287
C -3.29797 0.40558 8.98684
C -1.16270 -10.35660 3.55266
H -2.07862 -6.78100 3.22675
F 9.38505 3.48744 3.56345
H -2.52569 -0.24931 8.58336
H -4.23790 1.70145 4.54958
N 2.21000 3.48827 -11.11078
C 3.87278 -2.42640 3.44220
H 12.17136 6.45743 -10.01828
H 2.54124 -3.93080 1.77775
O -4.17714 9.31824 -1.61814
H 1.49577 -10.51176 5.00449
C -3.74532 1.17562 6.69049
C -4.69085 1.41235 5.49794
H 4.09376 -4.87056 1.55302
H -5.24595 0.37202 -6.13736
H 1.46430 2.38180 -6.25674
N -0.96679 -9.01343 4.24550
C 0.55616 3.38487 -3.27097
S 6.04249 4.81455 2.22763
N 9.38486 4.50131 -9.39851
C 3.59637 -3.90181 1.50580
H 1.01031 3.92234 -2.43853
H 0.40714 0.46097 -4.78417
H 9.90405 2.64934 -10.34381
H -6.77472 1.53458 -1.70637
H -1.82100 -1.36455 10.17202
C 1.40545 3.50102 -4.45987
H -4.18602 1.18045 11.58599
H 3.63779 -3.64044 0.44842
H -4.56169 3.59441 -7.34664
H -1.94121 -7.60044 5.40337
N -6.92811 2.50118 -4.10530
H -1.80718 2.11969 -2.72738
C -6.84477 2.62222 -1.69094
H -0.41614 -12.32636 3.88549
H 0.00922 3.24025 -5.96036
H -2.81240 1.26602 9.44724
H -3.11708 0.34964 6.35708
H -0.83735 -2.17088 -0.69420
H 0.34945 -7.26197 4.17848
H -4.25912 -6.13006 4.59654
H 6.15004 4.02868 -8.93951
C 9.12332 3.28146 -9.94721
C -2.60029 -1.07013 10.87495
N 7.83265 2.92240 -9.83884
H -2.96914 -1.37740 -1.61345
S -3.29884 8.34157 -4.57861
H -4.96543 -0.22222 7.88569
N -5.85933 2.43024 -6.18410
O 5.92609 6.27257 2.16561
F 1.62468 1.27229 -10.79746
O -2.06923 8.73587 -3.94768
C -4.37867 0.69071 7.98744
H -0.38382 -0.65277 -0.01171
C -2.29804 -8.30369 4.65090
C -4.71443 0.37915 11.06949
H -5.38500 -8.26118 4.87583
H -0.43216 3.82277 -3.41089
C 5.48987 -1.08537 2.74941
N -3.80886 -0.46108 10.09983
C 7.15046 1.66453 -10.09657
H -2.09133 -0.16986 -3.40201
C -6.53851 1.14627 -4.41252
H 3.85764 -0.76001 5.71813
H -6.43071 -7.26461 3.96953
O 0.36695 5.45458 -11.22712
C -0.39677 -9.49555 5.54906
H 4.61546 0.45865 4.79343
H -4.40359 -6.08070 2.84179
H -6.52108 4.27574 -5.32360
H 11.30858 5.58692 -11.19862
C 10.73715 5.10990 -9.15928
H 2.45144 3.32067 -4.21191
C 5.31153 -1.99242 1.71854
H 2.27671 1.23578 -3.11163
F -3.16689 9.20720 -5.92470
H 8.09550 5.90379 -8.37864
N 4.29844 -2.85924 2.21715
H -0.99731 1.43489 -4.84532
H -0.84143 -0.81285 -2.78063
C -1.25337 -1.25811 -0.26772
H -5.53335 0.69006 10.42078
H -5.04703 1.49026 8.30696
C 0.07931 1.49588 -4.68635
H -3.05634 1.99679 6.88814
C 8.15412 4.95080 -8.88337
O 7.27801 3.65227 4.55436
H 5.92894 -1.83749 6.45878
H -0.84144 1.78441 -1.31519
H 6.05529 -0.13310 6.78100
H -7.43091 4.19919 -2.91656
C -5.31119 2.81073 -7.45709
C -4.63156 -1.74610 9.73578
H -5.01874 1.93823 -8.04131
S -4.70677 8.53011 -2.72248
C 0.44644 -10.74873 5.18015
H -2.99181 -8.12642 2.54440
H 10.71604 5.50981 -8.14551
H 10.51705 6.97494 -10.05330
H 5.72012 -2.04902 0.72040
H -8.54556 2.71495 -3.03153
N 4.71387 -1.37151 3.83667
H 0.76009 -11.12947 3.11920
H -4.84595 -3.66512 10.82923
C 1.34502 1.08534 -2.56626
C 4.70033 -0.59829 5.04595
O 5.12605 4.08027 3.05351
S 8.00951 4.29873 3.44023
H -5.16052 -0.31748 11.77928
H 0.99016 0.07626 -2.35666
O 8.53431 5.65355 3.69790
C -7.53748 3.11441 -2.92070
H 6.29153 1.85842 -10.73904
H 6.00153 -0.13460 2.77461
C -2.89247 -7.48070 3.41692
H -2.90440 -9.10066 5.08133
H -5.35498 -8.40452 3.15525
H -1.20920 -10.09926 2.49449
O -0.21790 2.80584 -10.60500
H -1.72294 -1.57339 0.66407
H -2.31967 -0.37396 11.66534
O 1.96507 5.13794 -13.10802
C -5.41965 -7.67176 3.95960
S 1.63503 4.91457 -11.72089
O 0.83717 2.34524 -12.79312
H -2.14702 -10.82450 3.53615
H -5.84305 3.04465 -1.61198
N 7.58956 4.03804 2.04984
H -1.26392 -9.90134 6.07010
H -5.52899 2.03861 5.80356
C -5.85430 1.14612 -5.69341
C -1.53388 -0.02806 -2.47613
H -5.24468 0.47770 5.40960
C 11.16295 6.12160 -10.25999
H -4.13059 -2.04560 8.81522
H -5.65227 -1.60192 9.38156
H 0.40336 -11.55231 5.91536
S 1.01023 2.67040 -11.39185
H 7.78836 0.90414 -10.54713
H -7.43114 3.09764 -0.90466
N -4.68796 9.07738 -4.01452
C -3.05856 -2.47299 11.43529
H 0.11987 -8.67481 6.04660
C 0.00005 -11.31899 3.87716
H 1.52435 1.51192 -1.57937
C -6.46167 3.20303 -5.21341
H -6.23174 3.21827 -7.87492
H 1.03575 -8.76744 3.52482
N 0.20227 1.85238 -3.22323
F 2.62487 5.95534 -11.02047
H 3.06915 -2.91058 3.97713
H 1.44839 4.45455 -4.98622
H 6.86205 -0.97154 5.41016
C 0.73962 2.59581 -5.47116
C -4.22261 -6.73779 3.69243
C 7.19235 4.07683 -9.21821
H -2.73511 0.10990 -0.67593
H -6.64537 0.38871 -3.65023
F -6.27841 8.94342 -2.34754
C -4.50693 -2.65410 11.05504
H -0.17919 -7.83605 2.60252
O -4.68409 7.06071 -2.52440
F 5.48394 4.41303 0.69583
C -2.23310 -0.64583 -1.28005
C 5.93783 -0.85975 5.97709

Values from the calculation:
total charge: +3
Kohn-Sham gap: 4.991 eV
E_HOMO: -11.500 eV
total energy: -171902.2552 eV
max |F|: 0.318 Eh/bohr